Entry A
{
  "formula": "C2H2N4O2",
  "method": "ωB97M-V/def2-TZVPD",
  "homo_energy_ev": -10.017,
  "orbital_gap_ev": 9.1,
  "smiles": "[H]/N=c1\\nnn(C=O)o1",
  "multiplicity": 1,
  "elements": ["H", "N", "C", "N", "N", "N", "C", "O", "O", "H"],
  "xyz": [[3.34561, 0.20338, 0.07188], [2.69824, -0.59357, 0.00877], [1.54002, -0.13593, -0.01083], [1.07853, 1.21149, -0.01051], [-0.18430, 1.21331, 0.00416], [-0.63135, -0.08815, 0.02246], [-1.95700, -0.58799, -0.01350], [-2.90005, 0.12915, 0.00073], [0.44654, -0.92923, -0.02455], [-1.94345, -1.66078, 0.09048]],
  "mulliken_charge": [0.2966, -0.5840, 0.5351, -0.2996, -0.1575, 0.5570, 0.0218, -0.4275, -0.3095, 0.3675]
}



Entry B
{
  "formula": "C2H2N4O2",
  "method": "ωB97M-V/def2-TZVPD",
  "homo_energy_ev": -10.337,
  "orbital_gap_ev": 9.0,
  "smiles": "O=Cn1[nH]nnc1=O",
  "multiplicity": 1,
  "elements": ["O", "C", "N", "N", "N", "N", "C", "O", "H", "H"],
  "xyz": [[-0.18652, 1.70099, 2.11373], [-0.72952, 0.90627, 1.24482], [-0.16595, -0.10785, 0.49182], [1.16357, -0.37042, 0.40856], [1.64125, -0.76947, -0.85456], [0.61015, -0.94752, -1.60790], [-0.55430, -0.45621, -0.88452], [-1.67934, -0.25546, -1.28734], [-1.81954, 0.90556, 1.14957], [1.70621, 0.19665, 1.01205]],
  "mulliken_charge": [-0.5293, 0.1104, 0.1351, -0.0298, -0.1744, -0.1823, 0.5172, -0.4861, 0.3664, 0.2727]
}



Entry C
{
  "formula": "C2H2N4O2",
  "method": "ωB97M-V/def2-TZVPD",
  "homo_energy_ev": -10.264,
  "orbital_gap_ev": 8.0,
  "multiplicity": 1,
  "elements": ["C", "C", "H", "H", "N", "N", "N", "N", "O", "O"],
  "xyz": [[0.45051, 0.44287, 0.46621], [-0.32807, -0.48321, -0.18184], [1.14923, -1.39460, 1.21369], [0.88595, -2.16892, -0.02524], [0.42141, 1.76434, 0.15573], [-1.48686, 1.34132, -1.20609], [-1.81540, 0.18749, -0.48302], [-0.06445, -1.75740, -0.40959], [1.12294, 0.16665, 1.51105], [-0.33525, 1.90145, -1.04089]],
  "mulliken_charge": [0.5683, 0.6080, 0.3460, 0.1937, -0.3918, 0.1018, -0.2411, -0.5901, -0.5487, -0.0460]
}



Entry D
{
  "formula": "C2H2N4O2",
  "method": "ωB97M-V/def2-TZVPD",
  "homo_energy_ev": -10.102,
  "orbital_gap_ev": 8.3,
  "multiplicity": 1,
  "elements": ["C", "C", "H", "H", "N", "N", "N", "N", "O", "O"],
  "xyz": [[1.08982, 0.27875, 0.04987], [-1.42202, 0.20304, -0.04890], [2.41846, -0.62286, -0.21559], [-1.06546, -1.78901, -0.09939], [2.28876, 0.35030, -0.45473], [0.30316, 1.44918, 0.01605], [-0.89681, 1.60563, 0.40060], [-0.53770, -0.83884, -0.43489], [-2.62008, 0.09392, -0.18616], [0.44186, -0.73011, 0.97313]],
  "mulliken_charge": [0.6765, 0.4938, 0.3059, 0.3754, -0.4929, -0.0726, -0.2258, -0.2748, -0.4351, -0.3505]
}



Name the most stable of them. entry B.